(1)
{"formula": "C4H10N3", "method": "wB97M-V/def2-TZVPD", "elements": ["C", "C", "C", "C", "N", "N", "N", "H", "H", "H", "H", "H", "H", "H", "H", "H", "H"], "coordinates": [[-1.644, 0.314, 0.541], [0.849, 1.322, -0.234], [1.716, -1.042, -0.366], [0.630, -0.117, -0.111], [-1.836, -2.807, 0.604], [-0.532, -0.453, 0.299], [-0.766, -2.486, 0.419], [-2.161, 0.695, -0.413], [-2.449, -0.518, 0.757], [-1.734, 1.022, 1.376], [0.127, 1.928, 0.259], [0.933, 1.683, -1.254], [1.831, 1.579, 0.106], [2.279, -0.728, -1.225], [2.366, -0.897, 0.496], [1.348, -1.994, -0.501], [-2.732, -2.338, 0.723]], "forces_ev_per_a": [[-4.5, -1.1, -1.1], [1.1, 0.9, -0.7], [0.7, 1.5, 0.3], [-1.7, 1.4, 0.3], [0.8, -0.4, -0.1], [1.7, -2.2, -0.3], [0.0, 0.6, 0.0], [1.2, 0.1, 1.2], [0.6, 1.3, 0.3], [0.6, -0.2, -0.2], [-0.5, 0.4, 0.4], [-0.4, -0.3, -0.6], [0.7, 0.1, 0.7], [0.3, 0.2, -0.4], [0.3, -0.6, 0.1], [-0.2, -2.2, 0.0], [-0.6, 0.6, 0.1]], "lowdin_charge": [-0.106, 0.003, 0.008, -0.339, 0.187, -0.029, 0.234, 0.143, 0.078, 0.115, 0.076, 0.119, 0.101, 0.108, 0.126, 0.044, 0.132], "spin_multiplicity": 1, "homo_ha": -0.53039, "charge": 1, "fmax_ha_per_bohr": 0.0922, "e_tot_ev": -8770.52423}

***

(2)
{"formula": "C4H10N3", "method": "wB97M-V/def2-TZVPD", "elements": ["N", "C", "N", "H", "H", "H", "H", "C", "C", "C", "N", "H", "H", "H", "H", "H", "H"], "coordinates": [[-0.690, -1.009, -1.714], [0.200, -0.188, -2.343], [1.468, -0.306, -2.073], [-0.316, -1.952, -1.560], [-1.589, -1.039, -2.203], [-0.268, 0.493, -3.065], [2.028, 0.262, -2.725], [-0.325, 0.968, 1.016], [-0.903, 1.908, 1.740], [0.556, -1.288, 1.557], [0.424, -0.035, 1.732], [-0.373, 0.851, -0.049], [-0.793, 1.953, 2.819], [-1.526, 2.679, 1.307], [1.111, -1.858, 2.293], [0.127, -1.784, 0.701], [0.871, 0.345, 2.568]], "forces_ev_per_a": [[1.1, -0.3, -2.6], [-1.6, -0.9, 0.3], [0.1, 0.9, 0.0], [-0.1, 0.1, 0.7], [-0.3, 0.1, 0.6], [0.3, 0.4, 0.4], [0.4, -0.5, -0.1], [0.0, -0.3, 0.3], [-0.1, 0.3, 0.1], [0.1, 0.0, 0.0], [0.2, 0.3, 0.6], [-0.1, 0.0, 0.0], [0.0, -0.1, -0.1], [0.1, 0.0, -0.2], [0.1, 0.0, -0.1], [-0.1, 0.1, 0.0], [-0.1, -0.1, 0.1]], "mulliken_spin": [0.404, -0.061, 0.662, -0.005, -0.009, 0.006, -0.008, -0.002, 0.003, 0.005, 0.001, 0.008, 0.000, 0.000, 0.000, -0.004, 0.000], "spin_multiplicity": 2, "homo_ha": [-0.68510, -0.68480], "charge": 2, "fmax_ha_per_bohr": 0.0557, "e_tot_ev": -8759.18839}

***

(3)
{"formula": "C4H10N3O", "method": "wB97M-V/def2-TZVPD", "elements": ["N", "C", "N", "O", "H", "H", "H", "H", "C", "C", "C", "N", "H", "H", "H", "H", "H", "H"], "coordinates": [[1.384, -1.370, -0.906], [0.810, -0.739, -1.997], [1.003, 0.604, -2.064], [0.151, -1.346, -2.810], [1.422, -2.364, -1.082], [2.260, -0.989, -0.596], [0.324, 1.164, -2.540], [1.490, 1.098, -1.353], [-1.320, 0.237, 0.726], [-2.497, 0.869, 0.640], [0.780, 0.004, 2.073], [-0.479, 0.458, 1.816], [-0.955, -0.492, 0.021], [-2.824, 1.594, 1.369], [-3.120, 0.615, -0.205], [1.173, 0.199, 3.055], [1.318, -0.527, 1.310], [-0.918, 0.984, 2.545]], "forces_ev_per_a": [[0.2, -0.3, -0.3], [-0.2, -0.1, -0.2], [0.2, 0.6, -0.1], [-0.4, -0.2, -0.1], [0.1, 0.0, 0.1], [0.2, 0.1, 0.1], [-0.2, -0.2, -0.4], [0.2, 0.1, 0.6], [0.4, 0.4, 1.1], [0.2, -0.6, -0.8], [0.2, 0.0, -0.1], [-0.6, -0.1, -0.4], [-0.1, 0.0, -0.2], [-0.1, 0.0, 0.0], [-0.2, 0.2, 0.1], [0.1, 0.0, 0.0], [-0.1, -0.1, 0.1], [0.0, 0.2, 0.3]], "mulliken_spin": [0.003, 0.007, 0.003, 0.000, 0.001, 0.000, 0.001, -0.005, -0.077, 0.186, 0.715, 0.153, -0.002, 0.002, 0.001, 0.009, 0.024, -0.021], "spin_multiplicity": 2, "homo_ha": [-0.22644, -0.32814], "charge": 0, "fmax_ha_per_bohr": 0.0251, "e_tot_ev": -10826.54300}

***

(4)
{"formula": "C4H10N3O", "method": "wB97M-V/def2-TZVPD", "elements": ["C", "C", "C", "C", "N", "N", "N", "O", "H", "H", "H", "H", "H", "H", "H", "H", "H", "H"], "coordinates": [[-0.086, -0.698, -1.186], [-0.985, 0.948, 0.109], [-1.997, -1.185, 0.198], [2.340, 0.295, 0.872], [1.138, -0.336, -0.893], [-1.068, -0.263, -0.334], [1.242, 0.627, -0.001], [-0.808, 1.980, -0.754], [-0.265, -1.577, -1.730], [-1.201, 1.176, 1.110], [-1.435, -2.092, 0.612], [-2.655, -0.994, 1.107], [-2.661, -1.674, -0.505], [1.975, 0.406, 1.862], [2.672, -0.754, 0.753], [3.210, 0.954, 0.757], [1.133, 1.546, -0.306], [-0.549, 1.642, -1.672]], "forces_ev_per_a": [[2.4, 0.2, 1.3], [1.5, 2.0, -1.7], [-0.8, -4.6, 3.0], [1.6, 0.3, 0.5], [-2.1, -1.9, -3.1], [-1.6, 0.3, -0.6], [0.1, -1.1, 1.9], [0.5, -1.1, -0.3], [-0.2, -0.8, -1.1], [-0.9, 0.6, 1.0], [-0.4, 1.1, -0.6], [1.1, 1.2, -1.3], [-0.1, 0.6, -0.7], [-0.1, 0.1, 1.1], [-0.4, 0.7, -0.2], [-0.3, -0.1, -0.1], [0.2, 1.8, -0.6], [-0.8, 0.6, 1.5]], "lowdin_charge": [-0.057, -0.104, -0.021, -0.022, 0.089, -0.122, -0.111, 0.090, 0.137, 0.164, 0.129, 0.140, 0.105, 0.078, 0.112, 0.104, 0.115, 0.175], "spin_multiplicity": 1, "homo_ha": [-0.50785, -0.50787], "charge": 1, "fmax_ha_per_bohr": 0.1077, "smiles": "CN/N=C\\[N+](C)=C/O", "e_tot_ev": -10817.96172}

***

(5)
{"formula": "C4H10N3O3", "method": "wB97M-V/def2-TZVPD", "elements": ["C", "C", "C", "C", "N", "N", "N", "O", "O", "O", "H", "H", "H", "H", "H", "H", "H", "H", "H", "H"], "coordinates": [[3.272, 1.120, 0.295], [2.514, 2.287, 0.977], [-1.465, -1.952, -0.563], [2.468, -0.003, 0.064], [2.544, -0.773, -0.932], [0.974, -0.314, 1.145], [-0.560, -1.389, -1.471], [2.087, -1.945, -1.102], [1.062, 0.322, 2.317], [4.413, 1.145, -0.156], [2.142, 1.818, 1.935], [1.819, 2.477, 0.161], [3.265, 3.058, 1.318], [-1.162, -3.060, -0.501], [-1.237, -1.545, 0.452], [-2.548, -1.726, -0.931], [3.012, -0.380, -1.722], [1.020, -1.299, 1.224], [-0.379, -0.392, -1.202], [0.355, -1.844, -1.398]], "forces_ev_per_a": [[0.2, 2.2, -0.5], [2.9, -1.4, 1.1], [-0.8, -1.2, 1.1], [-3.6, -2.2, 3.3], [0.6, 0.3, -0.7], [1.6, 3.8, -0.5], [1.4, 2.1, -1.5], [-0.2, -1.2, 0.1], [-0.5, -1.5, -0.8], [0.4, 0.3, 0.4], [-0.8, 0.5, -1.3], [-0.6, 0.8, 0.7], [-0.9, -0.3, -1.1], [-1.3, 1.2, -0.1], [-0.9, -0.3, -0.3], [1.5, -0.9, 1.1], [0.9, 0.2, -1.1], [0.7, -1.7, 0.5], [-0.2, -1.3, -0.4], [-0.3, 0.4, -0.1]], "lowdin_charge": [-0.458, -0.023, -0.275, -0.098, -0.134, -0.078, -0.120, -0.160, -0.360, 0.021, 0.061, 0.083, 0.084, 0.087, 0.047, 0.079, 0.149, 0.032, 0.065, -0.002], "spin_multiplicity": 1, "homo_ha": [-0.11739, -0.11718], "charge": -1, "fmax_ha_per_bohr": 0.1032, "e_tot_ev": -14917.37094}

***

(6)
{"formula": "C4H10N4", "method": "wB97M-V/def2-TZVPD", "elements": ["C", "C", "C", "C", "N", "N", "N", "N", "H", "H", "H", "H", "H", "H", "H", "H", "H", "H"], "coordinates": [[-0.166, -0.128, -1.128], [0.702, 0.969, 1.210], [-0.652, 1.009, 1.768], [0.982, 0.005, -0.159], [0.210, -0.300, -2.502], [-0.643, -1.344, -0.463], [-1.608, -1.175, 0.364], [2.149, -0.450, -0.232], [-0.867, 0.708, -1.040], [0.829, -1.097, -2.612], [-0.607, -0.448, -3.085], [-1.842, -2.065, 0.813], [2.408, -0.839, -1.139], [1.012, 1.930, 0.802], [1.447, 0.575, 1.892], [-0.710, 1.050, 2.851], [-1.312, -0.095, 1.389], [-1.335, 1.694, 1.271]], "forces_ev_per_a": [[0.3, 0.2, 0.2], [1.4, -1.9, -2.8], [-3.2, -3.2, -0.6], [0.2, 2.8, 2.5], [-0.1, -0.2, 0.2], [-3.2, -1.2, 1.6], [1.5, -0.6, -3.1], [0.4, 0.1, -0.3], [0.0, -0.1, 0.1], [-0.1, 0.0, 0.0], [0.1, 0.0, 0.1], [0.4, -0.3, -0.1], [-0.3, -0.2, 0.0], [0.2, 0.2, 0.3], [0.1, 0.2, 0.1], [0.0, 0.3, 0.0], [2.0, 3.4, 1.8], [0.1, 0.5, 0.3]], "lowdin_charge": [-0.409, -0.185, -0.162, -0.321, 0.067, 0.010, 0.037, 0.147, 0.145, 0.068, 0.078, 0.084, 0.047, 0.099, 0.090, 0.056, 0.091, 0.059], "spin_multiplicity": 1, "homo_ha": -0.31700, "charge": 0, "fmax_ha_per_bohr": 0.0886, "e_tot_ev": -10266.71591}

***

(7)
{"formula": "C4H10N4", "method": "wB97M-V/def2-TZVPD", "elements": ["C", "C", "C", "N", "N", "N", "C", "N", "H", "H", "H", "H", "H", "H", "H", "H", "H", "H"], "coordinates": [[1.057, -1.873, 0.283], [-0.577, -0.128, 0.736], [-0.573, 1.042, 0.010], [-1.547, -0.805, 1.349], [-1.368, 2.138, -0.040], [0.969, 0.394, -1.812], [0.818, 0.807, -0.476], [0.684, -0.507, 0.562], [-1.318, -1.559, 1.981], [-2.437, -0.345, 1.485], [-1.755, 2.527, 0.814], [-1.239, 2.827, -0.769], [0.233, 0.607, -2.475], [1.900, 0.119, -2.096], [1.601, 1.500, -0.150], [1.410, -2.371, 1.191], [0.251, -2.469, -0.159], [1.891, -1.905, -0.433]], "forces_ev_per_a": [[0.2, -0.1, -0.5], [-1.7, 3.0, -2.0], [1.0, -2.2, 0.4], [-1.4, -1.2, 1.3], [-1.8, 2.0, 0.0], [0.1, 0.0, 0.1], [-0.3, -1.6, 1.0], [3.4, 0.4, -0.4], [-0.1, 0.3, 0.0], [0.3, -0.2, 0.0], [0.5, 0.0, -0.2], [0.0, -0.4, 0.2], [0.5, -0.4, 0.2], [-0.5, 0.4, -0.4], [0.2, -0.3, 0.3], [-0.1, 0.0, 0.0], [-0.1, 0.0, 0.0], [-0.2, 0.2, 0.2]], "lowdin_charge": [-0.103, -0.436, -0.306, 0.155, 0.056, 0.061, -0.229, -0.064, 0.099, 0.102, 0.076, 0.075, 0.088, 0.077, 0.128, 0.071, 0.077, 0.073], "spin_multiplicity": 1, "homo_ha": -0.21340, "charge": 0, "fmax_ha_per_bohr": 0.0771, "smiles": "CN1C(N)=C(N)[C@@H]1N", "e_tot_ev": -10268.17449}

***

(8)
{"formula": "C4H10N4", "method": "wB97M-V/def2-TZVPD", "elements": ["C", "N", "C", "C", "N", "N", "C", "N", "H", "H", "H", "H", "H", "H", "H", "H", "H", "H"], "coordinates": [[-0.371, -1.653, 0.433], [-0.193, -0.260, 0.087], [-1.245, 0.614, -0.062], [1.165, 0.173, -0.271], [-2.436, 0.178, 0.667], [1.405, 1.539, -0.180], [2.096, -0.683, -0.700], [-1.358, 1.647, -0.776], [-3.217, 0.778, 0.442], [-2.283, 0.098, 1.663], [2.378, 1.795, -0.251], [0.886, 2.031, 0.532], [-0.572, 1.858, -1.378], [-0.319, -2.276, -0.463], [0.403, -1.984, 1.129], [-1.338, -1.802, 0.904], [1.907, -1.724, -0.866], [3.092, -0.332, -0.909]], "forces_ev_per_a": [[0.0, -0.4, 0.0], [2.5, 1.0, 0.0], [-2.3, -0.8, 0.7], [-1.3, -0.6, 0.0], [1.3, 0.3, -0.8], [-0.2, 0.0, 0.1], [-0.1, -0.1, 0.1], [-0.1, 0.6, -0.3], [0.2, 0.1, 0.1], [0.0, 0.0, 0.0], [-0.1, -0.1, 0.1], [0.1, 0.0, 0.0], [0.1, -0.3, 0.1], [0.0, -0.1, 0.0], [0.0, 0.1, -0.1], [0.1, 0.0, -0.2], [-0.2, -0.2, 0.0], [0.1, 0.1, 0.0]], "lowdin_charge": [-0.067, -0.061, -0.516, -0.390, 0.080, 0.086, 0.030, 0.118, 0.076, 0.077, 0.096, 0.094, 0.037, 0.089, 0.092, 0.072, 0.039, 0.049], "spin_multiplicity": 1, "homo_ha": -0.30143, "charge": 0, "fmax_ha_per_bohr": 0.0517, "smiles": "[H]/N=C(/N)N(C)C(=C)N", "e_tot_ev": -10270.07931}

***

(9)
{"formula": "C4H10N4", "method": "wB97M-V/def2-TZVPD", "elements": ["C", "C", "N", "H", "H", "H", "H", "H", "C", "N", "C", "N", "N", "H", "H", "H", "H", "H"], "coordinates": [[-2.113, -1.924, 0.623], [-1.051, -1.309, -0.219], [-1.248, -1.059, -1.429], [-0.460, -0.629, -1.918], [-0.104, -1.097, 0.304], [-2.999, -2.111, 0.023], [-1.750, -2.858, 1.049], [-2.359, -1.254, 1.445], [1.184, 1.494, 0.343], [0.808, 1.194, 1.626], [1.522, 0.324, -1.615], [1.609, 0.355, -0.356], [1.193, 2.633, -0.212], [1.082, 0.297, 1.989], [0.735, 1.946, 2.291], [0.925, 3.404, 0.390], [1.927, -0.539, -2.126], [1.098, 1.134, -2.208]], "forces_ev_per_a": [[-0.1, 0.0, -0.1], [0.4, 0.0, 0.6], [-0.4, 0.1, -0.9], [0.0, -0.1, 0.3], [-0.1, 0.0, -0.3], [-0.1, 0.0, 0.0], [0.0, -0.1, 0.1], [0.0, 0.0, 0.1], [-0.2, 0.8, 0.1], [-0.1, -0.1, 0.2], [0.1, 0.3, 0.1], [0.4, -0.8, 0.0], [0.1, 0.3, -0.3], [0.1, 0.0, 0.0], [0.0, -0.1, -0.1], [-0.1, -0.1, 0.1], [0.0, -0.2, -0.1], [-0.1, 0.1, 0.1]], "lowdin_charge": [-0.091, -0.326, 0.100, 0.004, 0.077, 0.071, 0.072, 0.072, -0.595, 0.125, -0.049, 0.022, 0.125, 0.086, 0.095, 0.043, 0.082, 0.087], "spin_multiplicity": 1, "homo_ha": -0.35193, "charge": 0, "fmax_ha_per_bohr": 0.0191, "smiles": "[H]/N=C(\\N)N=C.[H]/N=C/C", "e_tot_ev": -10269.39217}

***

(10)
{"formula": "C4H10N4", "method": "wB97M-V/def2-TZVPD", "elements": ["C", "C", "N", "N", "C", "C", "N", "N", "H", "H", "H", "H", "H", "H", "H", "H", "H", "H"], "coordinates": [[0.382, 0.084, -1.162], [-1.795, 0.831, -0.027], [1.328, 0.127, -0.046], [1.784, -1.097, 0.479], [-1.005, -0.274, -0.670], [-1.515, -1.509, -0.814], [1.306, 1.238, 0.747], [1.902, 1.080, 1.829], [2.763, -0.935, 0.719], [1.322, -1.171, 1.387], [1.836, 1.924, 2.409], [0.381, 1.058, -1.664], [0.752, -0.647, -1.892], [-1.781, 1.728, -0.654], [-1.380, 1.083, 0.954], [-2.843, 0.551, 0.120], [-2.505, -1.764, -0.450], [-0.932, -2.307, -1.266]], "forces_ev_per_a": [[-0.1, -0.2, 0.2], [-0.2, 0.0, 0.1], [0.5, 0.9, 0.2], [-0.2, 0.6, 0.0], [-0.7, -0.8, -0.5], [0.6, 0.7, 0.1], [-0.1, -0.6, -0.4], [0.0, -0.4, 0.3], [-0.1, -0.1, -0.1], [0.1, -0.3, 0.1], [-0.1, 0.1, -0.7], [0.0, -0.1, 0.3], [-0.1, 0.1, 0.4], [0.1, 0.0, 0.2], [0.0, 0.1, -0.1], [0.2, -0.1, 0.0], [0.1, 0.1, 0.0], [-0.1, 0.1, 0.0]], "lowdin_charge": [-0.147, -0.078, -0.260, 0.067, -0.360, 0.048, -0.052, 0.014, 0.074, 0.071, 0.048, 0.117, 0.117, 0.079, 0.069, 0.075, 0.058, 0.060], "spin_multiplicity": 1, "homo_ha": -0.33385, "charge": 0, "fmax_ha_per_bohr": 0.0232, "smiles": "[H]/N=N/N(N)CC(=C)C", "e_tot_ev": -10267.71781}